1.
The following is a quantum chemistry calculation of a 2-piece molecular cluster, C5H8F2Si overall, from the OMol25 dataset.

Geometry (Å):
Si  -3.443986  0.350052  -0.002361
F  -4.514184  1.411529  -0.311863
F  -3.918715  -0.167133  1.549442
C  2.511602  -0.351284  -0.097021
C  2.001923  1.066192  -0.306564
C  0.487457  1.168454  -0.360577
C  -3.484608  -1.050010  -1.202324
C  -0.620609  1.331576  0.038780
H  1.913584  -0.929530  -0.879189
H  3.620925  -0.495797  -0.254413
H  2.312532  -0.749388  0.945539
H  -2.740476  -1.113997  -1.976884
H  -4.600491  -0.984651  -1.554305
H  2.207214  1.657457  0.662720
H  2.285492  1.611326  -1.187919
H  -3.338183  -1.970341  -0.600979

Forces on the atoms, in the same order (eV/Å):
Si 2.215 -1.433 2.961
F -0.530 1.334 -0.450
F 1.319 0.928 -2.844
C -0.182 -1.301 -0.808
C -1.713 1.417 2.410
C 3.908 -0.877 0.139
C -1.794 -0.392 0.717
C -6.115 -0.752 0.477
H 1.146 -0.005 1.217
H -1.206 0.390 -0.102
H -0.147 0.564 -1.320
H -0.016 0.526 -0.454
H 2.125 -0.377 0.260
H 0.195 -0.425 -1.762
H 1.132 -0.041 -0.257
H -0.338 0.444 -0.183

Lowest unoccupied orbital energy (spin up / spin down) ... -1.35 / -1.36 eV
Relative energy (zero: lowest compared OMol25 entry of this formula, charge and spin) ... 4.324 eV
Calculated total energy ... -684.46125 Eh
Orbital gap (spin up / spin down) ... 7.78 / 7.78 eV
Net charge ... 0

---

2.
The following is a quantum chemistry calculation of a 2-piece molecular cluster, C5H8F3NS overall, from the OMol25 dataset.

Geometry (Å):
S  1.874046  2.425119  1.159098
F  1.701594  -1.493550  -0.607212
F  0.085473  -2.732371  -1.289692
F  0.107718  -2.012013  0.732655
N  0.575201  0.568995  2.358896
C  0.155240  0.424992  -1.810836
C  -0.405325  -0.438546  -0.979760
C  0.523876  1.351669  1.307102
C  -1.817379  -0.380917  -0.493961
C  0.374139  -1.651143  -0.535967
H  -2.436476  -1.051649  -1.089587
H  1.414071  3.002135  0.049358
H  -0.176886  -0.086230  2.498871
H  -2.195865  0.631921  -0.578186
H  1.322996  0.538478  3.048028
H  -1.882588  -0.699021  0.543595
H  -0.392407  1.279624  -2.163067
H  1.172570  0.322506  -2.149333

Forces on the atoms, in the same order (eV/Å):
S -0.030 -0.198 0.149
F 0.193 0.190 -0.073
F -0.208 -0.079 -0.129
F -0.186 0.055 0.314
N 0.274 0.051 0.165
C 0.016 -0.279 0.110
C 0.165 -0.213 -0.188
C -0.322 0.244 0.082
C 0.079 0.000 -0.072
C 0.237 -0.035 -0.271
H -0.126 -0.042 0.020
H 0.058 0.112 -0.115
H 0.054 -0.027 0.023
H -0.072 0.065 -0.013
H -0.017 -0.040 -0.012
H -0.074 0.058 0.053
H -0.189 0.216 -0.049
H 0.149 -0.078 0.004

Lowest unoccupied orbital energy ... 0.76 eV
Relative energy (zero: lowest compared OMol25 entry of this formula, charge and spin) ... 1.326 eV
Calculated total energy ... -947.79797 Eh
Orbital gap ... 9.07 eV
Net charge ... 0

---

3.
The following is a quantum chemistry calculation of one molecule with the formula C5H8F4N2O, from the OMol25 dataset.

Geometry (Å):
F  -2.124809  -0.015243  -0.721929
F  2.002207  -2.954986  -0.841368
F  1.551911  -2.146067  -2.719593
F  2.992237  -1.202756  -1.406097
O  -0.589736  0.990013  0.649875
N  -1.004711  2.051247  -1.322383
N  0.115416  0.005365  -1.363622
C  -0.784267  0.836025  -0.695474
C  0.591130  -1.197468  -0.765603
C  0.999545  -0.916077  0.733742
C  -0.157197  -0.182888  1.370478
C  1.792531  -1.790105  -1.400979
H  1.351484  -1.760603  1.240220
H  -1.520785  2.732659  -0.869702
H  -0.239414  -1.812822  -0.720263
H  -1.031938  -0.896916  1.270984
H  -0.060162  0.013453  2.507493
H  -1.085645  2.008153  -2.323477
H  0.589888  0.459777  -2.069895
H  1.838374  -0.113512  0.690752

Forces on the atoms, in the same order (eV/Å):
F 1.170 0.768 0.020
F 0.193 -1.653 1.488
F -0.146 1.056 0.280
F -0.622 1.258 0.258
O 0.883 0.381 0.566
N 1.808 -1.706 -0.935
N -0.769 0.475 0.445
C -1.543 -1.379 0.588
C 1.428 2.770 2.358
C 1.041 4.119 -1.791
C -2.373 -1.775 1.047
C 0.133 -2.038 -2.841
H 0.176 -1.262 0.865
H -1.153 1.111 1.052
H -1.163 -2.237 -0.319
H 0.630 0.671 0.484
H 0.081 0.269 -2.169
H -0.285 -0.017 0.076
H 1.390 0.708 -1.496
H -0.879 -1.517 0.023

Lowest unoccupied orbital energy ... 0.84 eV
Relative energy (zero: lowest compared OMol25 entry of this formula, charge and spin) ... 0.321 eV
Calculated total energy ... -779.53467 Eh
Structure (SMILES) ... N[C@@]1(F)N[C@@H](C(F)(F)F)CCO1
Orbital gap ... 10.67 eV
Net charge ... 0

---

4.
The following is a quantum chemistry calculation of C5H8F6N3O5S2Sr as an isolated structure, from the OMol25 dataset.

Geometry (Å):
Sr  4.661399  8.928153  6.296253
S  6.214786  5.601402  6.136029
S  4.384745  5.857082  8.376374
F  6.012968  5.151858  10.151502
F  4.274496  6.260109  4.551303
F  4.877841  6.851301  10.771545
F  6.527175  7.092034  9.302680
F  4.607772  4.160239  4.390628
F  6.089873  5.662982  3.550124
O  4.709812  10.388069  2.563294
O  3.854648  7.078192  7.795168
O  3.518483  4.994116  9.047278
O  7.362955  4.761827  6.098073
O  6.273390  7.069666  6.115815
N  3.720439  11.623605  6.630140
N  5.273921  4.979528  7.243558
N  6.243300  10.056294  8.113424
C  5.531988  6.333184  9.722684
C  5.255488  5.314140  4.570212
C  4.950733  9.732720  3.473232
C  4.950034  12.212773  7.268345
C  5.586922  11.365882  8.379644
H  4.773064  11.160239  9.127405
H  3.466997  12.185164  5.808205
H  4.628490  13.142591  7.792075
H  7.240062  10.117459  8.108847
H  6.031598  9.404877  8.841475
H  2.888014  11.824723  7.216160
H  5.731777  12.463061  6.550087
H  6.295475  12.060203  8.812072

Forces on the atoms, in the same order (eV/Å):
Sr 0.056 -0.689 0.167
S -0.922 -1.914 1.084
S 2.028 -1.567 -2.995
F 0.290 0.722 -0.310
F -0.228 0.360 0.181
F 0.344 0.625 -0.986
F 0.127 0.682 0.128
F 1.531 0.791 0.150
F -0.802 -1.080 0.683
O 0.874 -2.147 2.721
O -0.015 1.476 -0.273
O -1.272 -0.877 0.514
O 0.333 1.105 -0.737
O 0.408 0.101 0.039
N -0.137 0.115 -0.142
N -1.524 2.062 2.191
N -1.151 0.530 -1.228
C -0.028 -2.169 1.132
C -0.339 0.623 -0.963
C -0.917 2.213 -2.784
C -0.642 0.127 0.562
C -1.081 -0.129 1.121
H 0.812 0.315 -0.426
H 0.473 -0.314 0.084
H 0.592 -0.421 -0.429
H 0.652 0.176 -0.254
H -0.115 -0.281 0.682
H 0.857 -0.444 -0.016
H -0.375 0.018 -0.390
H 0.170 -0.011 0.494

Lowest unoccupied orbital energy ... -3.96 eV
Calculated total energy ... -2161.90309 Eh
Orbital gap ... 9.44 eV
Net charge ... +1